1.
{
  "formula": "C20H30Cl10N2",
  "method": "ωB97M-V with the def2-TZVPD basis set",
  "symbols": ["Cl", "C", "C", "Cl", "H", "H", "H", "H", "Cl", "C", "C", "Cl", "H", "H", "H", "H", "Cl", "C", "C", "Cl", "H", "H", "H", "H", "Cl", "C", "C", "Cl", "H", "H", "H", "H", "Cl", "C", "C", "Cl", "H", "H", "H", "H", "N", "C", "C", "C", "C", "C", "H", "H", "H", "H", "H", "N", "C", "C", "C", "C", "C", "H", "H", "H", "H", "H"],
  "positions_angstrom": [[16.843250, -13.376280, 12.372920], [17.832420, -14.825370, 12.394670], [17.010760, -15.997520, 12.954550], [15.756540, -16.482460, 11.788660], [18.675270, -14.671890, 13.068580], [18.204060, -14.958160, 11.378630], [16.544290, -15.701500, 13.894160], [17.574700, -16.914570, 13.125130], [13.998790, -23.878490, 14.540780], [12.815190, -22.930370, 13.671370], [13.613420, -21.778690, 13.048740], [14.036110, -20.628660, 14.367280], [11.975000, -22.599790, 14.282030], [12.536240, -23.475100, 12.769390], [12.954600, -21.192230, 12.408330], [14.453470, -22.039330, 12.404940], [16.683200, -14.536740, 8.032940], [15.708930, -15.403350, 9.213900], [14.199690, -15.428110, 8.903360], [13.928540, -16.618660, 7.634810], [15.854080, -14.885130, 10.161780], [16.175480, -16.386650, 9.273350], [13.896920, -14.436940, 8.565700], [13.609440, -15.731590, 9.768000], [13.208690, -19.121290, 6.645440], [12.677860, -19.529720, 8.289010], [13.458720, -20.747360, 8.741410], [13.030290, -22.268060, 7.846660], [11.592090, -19.620540, 8.257930], [12.842720, -18.632430, 8.885480], [13.139230, -21.023130, 9.746380], [14.541390, -20.660560, 8.833120], [15.053710, -20.654060, 10.974910], [13.829820, -19.581210, 11.703740], [14.233430, -18.130550, 11.513320], [14.697110, -17.604100, 9.837880], [13.754310, -19.841940, 12.759400], [12.835630, -19.777430, 11.302280], [15.177960, -17.973180, 12.034080], [13.486080, -17.474380, 11.959430], [12.042380, -16.537300, 14.888600], [12.924160, -17.531800, 14.589860], [12.446220, -18.730600, 14.040830], [11.102210, -18.935190, 13.806480], [10.183730, -17.946230, 14.111030], [10.684140, -16.794130, 14.631040], [13.931050, -17.251460, 14.861870], [13.200010, -19.467930, 13.807300], [10.726650, -19.872210, 13.422620], [9.122140, -18.135050, 14.049580], [10.057440, -15.998030, 15.005010], [10.114340, -18.545770, 9.237620], [10.532920, -18.851170, 10.524050], [11.491390, -18.086430, 11.159390], [12.120200, -17.056710, 10.470850], [11.680470, -16.671130, 9.191760], [10.607060, -17.429050, 8.685920], [10.094180, -19.689020, 11.045510], [11.601590, -18.321370, 12.207750], [12.821140, -16.387500, 10.947540], [12.057770, -15.788540, 8.696700], [10.162780, -17.139290, 7.745140]],
  "forces_ev_per_a": [[-0.29, 0.59, 0.02], [0.28, -0.91, 0.63], [0.23, 0.72, -0.31], [4.90, 6.07, 2.61], [0.04, 0.22, -0.09], [-0.08, -0.34, 0.13], [-0.03, 0.04, -0.10], [0.34, 0.27, -0.07], [0.02, -0.87, 0.79], [1.32, 0.80, -1.67], [-2.05, -0.95, 1.26], [4.65, -5.94, 3.04], [0.18, -0.20, -0.04], [-0.58, -0.43, 0.38], [-0.43, -0.89, 0.40], [-0.13, -0.48, 1.21], [0.16, 0.60, -0.73], [0.13, 1.26, 0.01], [1.28, 1.73, -0.62], [0.31, 1.51, -2.11], [-0.03, 0.08, -0.47], [0.09, 0.95, -0.31], [-0.03, 0.00, -0.18], [0.66, 1.00, -0.67], [-0.21, -0.52, -0.87], [0.25, -0.39, -0.58], [-1.32, -0.61, 0.40], [0.20, 0.47, -0.15], [0.48, -0.85, -0.18], [0.40, -0.69, -0.05], [-0.26, 0.20, -0.32], [-0.54, 0.23, -1.11], [1.58, 0.85, 0.59], [-0.01, 1.27, -1.57], [-0.49, -4.02, 0.45], [-1.16, -6.13, 3.03], [1.29, 1.28, -2.67], [0.39, -0.31, -0.57], [-1.69, -2.77, 0.18], [0.82, -0.44, -0.03], [-1.45, -1.38, -0.75], [-3.05, 1.33, 0.20], [-0.49, 2.02, 0.10], [-0.18, -0.21, 1.34], [-0.04, -0.66, 0.46], [2.68, 1.54, 1.30], [0.38, -0.55, -0.27], [-2.99, 3.01, 0.10], [0.17, -0.26, -0.18], [-0.07, 0.20, -0.20], [-0.21, 0.09, -0.27], [-0.05, 0.31, 2.00], [0.03, 1.44, -2.39], [-1.04, 0.07, -0.67], [-1.95, 1.71, -0.97], [-1.90, -0.97, 1.65], [0.38, -0.20, 0.08], [-0.30, -0.18, -0.27], [0.72, 0.70, -1.10], [-0.53, -0.07, 0.28], [-0.74, -0.26, 0.15], [-0.05, -0.09, -0.22]],
  "lowdin_charge": [0.59, -0.65, -0.51, 0.78, 0.07, 0.07, 0.07, 0.08, 0.60, -0.64, -0.60, 0.82, 0.08, 0.08, 0.05, 0.01, 0.57, -0.83, -0.69, 0.62, -0.02, -0.02, 0.09, -0.01, 0.56, -0.67, -0.72, 0.52, 0.05, -0.03, 0.00, 0.00, 0.77, -0.61, -0.65, 0.71, -0.09, 0.06, -0.08, 0.04, 0.07, -0.11, -0.22, -0.13, -0.07, -0.11, 0.11, -0.18, 0.12, 0.12, 0.10, 0.05, -0.10, -0.12, -0.16, -0.13, -0.15, 0.11, 0.04, 0.08, 0.06, 0.12],
  "de_lowest_ev": 13.087,
  "total_charge": 0
}

---

2.
{
  "formula": "C2H8O3PS",
  "method": "ωB97M-V with the def2-TZVPD basis set",
  "symbols": ["C", "C", "O", "O", "O", "P", "S", "H", "H", "H", "H", "H", "H", "H", "H"],
  "positions_angstrom": [[2.573522, -0.623130, -1.591370], [-2.293190, 1.202038, 2.918421], [0.076513, 0.627557, -1.524391], [-0.918941, -1.766006, -1.136509], [1.422706, -1.371955, -1.463243], [0.174463, -0.773332, -0.632419], [-0.747151, 1.258645, 2.091143], [3.049569, -0.420729, -0.621883], [2.376781, 0.299413, -2.091907], [3.246039, -1.174080, -2.369523], [-2.672957, 0.136582, 2.937961], [-2.953039, 2.010583, 2.452912], [-2.352560, 1.701715, 3.865383], [-0.312190, 1.357618, -1.015642], [-0.669567, -2.464919, -1.818934]],
  "forces_ev_per_a": [[3.18, -0.17, -1.85], [-1.23, -0.20, -0.95], [-0.51, -0.87, 1.57], [-0.41, -1.28, -0.56], [-1.95, -0.90, 1.52], [0.77, 1.18, -2.56], [0.21, 0.07, -0.03], [0.17, -0.34, -0.41], [-0.32, 0.82, -0.09], [-0.90, 0.69, 1.94], [-0.06, 1.53, -0.08], [0.36, -1.46, -0.50], [0.93, -0.28, 1.19], [0.03, -0.06, -0.27], [-0.27, 1.27, 1.09]],
  "lowdin_charge": [-0.15, -0.51, -0.19, -0.17, -0.30, 0.81, 0.77, 0.10, 0.07, 0.14, 0.07, 0.09, 0.04, 0.06, 0.15],
  "de_lowest_ev": 0.195,
  "spin_multiplicity": 3,
  "total_charge": 1
}

---

3.
{
  "formula": "H16O8",
  "method": "ωB97M-V with the def2-TZVPD basis set",
  "symbols": ["O", "H", "H", "O", "H", "H", "O", "H", "H", "O", "H", "H", "O", "H", "H", "O", "H", "H", "O", "H", "H", "O", "H", "H"],
  "positions_angstrom": [[0.931959, 1.380996, -2.145188], [1.891037, 1.381343, -2.244436], [0.691873, 2.311578, -2.026900], [1.986043, -2.875908, -1.103927], [2.441806, -2.027085, -1.057283], [2.543165, -3.418356, -1.674181], [-3.015165, 0.256523, 0.416866], [-3.107191, 1.215975, 0.466914], [-2.076311, 0.113708, 0.200061], [-0.336338, -0.399572, -0.133214], [0.035513, 0.349534, -0.629575], [0.328069, -1.094869, -0.184029], [0.277512, -4.351584, 0.482101], [1.113430, -4.737143, 0.757668], [0.528326, -3.527447, 0.043285], [1.071870, 3.348470, 0.475871], [1.576910, 2.562099, 0.721360], [1.735374, 4.017674, 0.270605], [-1.139113, -1.476316, 2.492519], [-1.747534, -2.151675, 2.175251], [-1.132497, -0.807653, 1.789546], [-1.759759, 3.082274, 0.070333], [-0.836224, 2.936634, 0.340437], [-2.002747, 3.910811, 0.495909]],
  "forces_ev_per_a": [[0.10, 0.17, 0.18], [-0.12, 0.04, -0.06], [-0.03, -0.17, 0.01], [0.36, 0.47, -0.13], [0.03, -0.13, -0.03], [-0.18, -0.05, 0.03], [0.22, 0.06, 0.01], [0.14, -0.07, -0.05], [-0.58, 0.02, -0.07], [0.46, 0.39, -0.04], [-0.04, -0.27, -0.21], [-0.21, -0.06, 0.03], [-0.24, 0.02, 0.06], [-0.01, 0.07, 0.02], [0.05, -0.41, 0.07], [0.38, -0.20, -0.07], [-0.09, 0.12, 0.05], [-0.15, 0.00, 0.07], [0.15, 0.14, -0.12], [0.01, 0.06, 0.00], [-0.10, -0.28, 0.28], [0.22, -0.11, 0.08], [-0.36, 0.26, -0.10], [0.00, -0.05, -0.02]],
  "lowdin_charge": [-0.04, 0.05, 0.05, -0.04, 0.05, 0.06, -0.08, 0.01, -0.02, -0.05, 0.02, 0.04, -0.07, 0.03, -0.01, -0.04, 0.06, 0.06, -0.07, 0.04, -0.01, -0.06, 0.00, 0.04],
  "de_lowest_ev": 2.219,
  "total_charge": 0,
  "smiles": "O.O.O.O.O.O.O.O"
}

---

4.
{
  "formula": "C10H10Cl2EuO4",
  "method": "ωB97M-V with the def2-TZVPD basis set",
  "symbols": ["C", "C", "C", "H", "C", "C", "H", "H", "H", "H", "Eu", "Cl", "C", "C", "C", "H", "C", "C", "H", "H", "H", "H", "O", "Cl", "O", "O", "O"],
  "positions_angstrom": [[0.016716, 2.359219, -0.854821], [0.814089, 1.569276, -1.733288], [1.926076, 1.063978, -0.975333], [0.635857, 1.321286, -2.769343], [1.764795, 1.536950, 0.359426], [0.604154, 2.338386, 0.423529], [0.238308, 2.947157, 1.244667], [-0.875631, 2.923571, -1.060794], [2.679930, 0.376623, -1.310685], [2.388194, 1.299364, 1.236685], [0.373920, -1.491762, -0.643175], [-1.788207, -2.703500, -1.482776], [1.253854, -3.661305, -1.505119], [2.472522, -3.287489, -0.857705], [3.128652, -2.342156, -1.689781], [2.798669, -3.600276, 0.128976], [2.326726, -2.112911, -2.829487], [1.167750, -2.921788, -2.734298], [0.316614, -2.870582, -3.407196], [0.485648, -4.294550, -1.072668], [4.109676, -1.916617, -1.519898], [2.582525, -1.480052, -3.675214], [-1.963677, 0.714509, 0.207817], [-1.578000, 0.393267, 1.598451], [-1.042346, 1.543441, 2.288344], [-2.682504, -0.104496, 2.350340], [-0.452965, -0.692775, 1.472640]],
  "forces_ev_per_a": [[1.09, -0.08, -0.09], [0.23, -0.22, 0.78], [-1.11, 0.36, 0.56], [-0.12, 0.15, -0.18], [0.18, -0.01, 0.31], [0.70, 0.70, -1.05], [0.31, -0.41, -0.16], [-0.24, -0.09, -0.35], [0.27, -0.06, -0.21], [-0.15, 0.08, -0.58], [0.31, 2.67, 0.32], [-1.21, -0.39, -0.25], [0.99, -0.46, -0.69], [-0.35, 0.07, -0.70], [-0.22, -0.23, 0.07], [0.04, -0.12, -0.15], [-0.12, -0.55, 0.12], [0.58, -0.50, 0.37], [0.19, -0.26, 0.17], [0.11, 0.03, -0.25], [-0.12, 0.13, 0.13], [-0.10, 0.04, 0.25], [0.15, -0.71, 2.30], [1.97, -0.21, -2.17], [-0.55, -1.03, 0.06], [-0.36, -0.79, 0.14], [-2.46, 1.89, 1.24]],
  "lowdin_charge": [-0.22, -0.23, -0.29, 0.05, -0.22, -0.24, 0.06, 0.06, 0.03, 0.07, 1.36, -0.35, -0.38, -0.26, -0.23, 0.07, -0.22, -0.31, 0.05, 0.04, 0.07, 0.08, -0.38, 0.72, -0.37, -0.36, -0.57],
  "spin_multiplicity": 8,
  "total_charge": -2,
  "e_tot_ha": -2318.52005
}